Record 1
{
  "formula": "C43H61CsN10O2",
  "method": "ωB97M-V with the def2-TZVPD basis set",
  "species": ["Cs", "C", "C", "C", "C", "C", "C", "C", "N", "C", "C", "C", "C", "C", "C", "C", "C", "C", "C", "N", "C", "C", "C", "N", "C", "C", "C", "C", "C", "C", "C", "C", "C", "C", "C", "C", "C", "C", "N", "C", "C", "H", "H", "H", "H", "H", "H", "H", "H", "H", "H", "H", "H", "H", "H", "H", "H", "H", "H", "H", "H", "H", "H", "H", "H", "H", "H", "H", "H", "H", "H", "H", "H", "H", "H", "H", "H", "H", "H", "H", "H", "H", "H", "H", "H", "C", "N", "C", "C", "N", "N", "C", "N", "N", "H", "H", "H", "H", "H", "H", "H", "H", "H", "H", "H", "N", "C", "C", "C", "O", "O", "H", "H", "H", "H", "H", "H"],
  "positions_angstrom": [[-0.570681, -0.074041, -0.526653], [-2.360574, 0.538161, 5.610018], [-0.935843, 1.090010, 5.501999], [-0.523999, 1.382915, 4.093885], [-0.428818, 2.597702, 3.488156], [-0.758806, 3.941240, 4.059372], [-2.214950, 4.339632, 3.798959], [0.034242, 2.340032, 2.115932], [0.185937, 1.015247, 1.943564], [-0.122321, 0.388009, 3.089544], [0.005410, -0.995983, 3.307807], [0.529622, -1.983056, 2.451165], [0.839181, -3.368241, 2.835336], [0.565507, -3.988084, 4.170993], [-0.911886, -4.338598, 4.371514], [1.426742, -3.941610, 1.751068], [1.480040, -2.904141, 0.710929], [2.098032, -3.051884, -0.542014], [2.364234, -2.088757, -1.532679], [1.998270, -0.798865, -1.451163], [2.525200, -0.129506, -2.488785], [2.428474, 1.259919, -2.684142], [1.879543, 2.245753, -1.847222], [1.250256, 2.010075, -0.681846], [0.939675, 3.181483, -0.106987], [0.346177, 3.323137, 1.162685], [1.389635, 4.278848, -0.974247], [1.972133, 3.696205, -2.058757], [2.639618, 4.362438, -3.221516], [4.164651, 4.408993, -3.080143], [1.277827, 5.738484, -0.661202], [2.382181, 6.222069, 0.284691], [3.281210, -1.063528, -3.333618], [3.178611, -2.285220, -2.741640], [3.775628, -3.577073, -3.211229], [2.730526, -4.644095, -3.565666], [4.043030, -0.688258, -4.566992], [5.452059, -0.177911, -4.251696], [0.916705, -1.777187, 1.182357], [2.004240, -5.319594, 1.641712], [3.515886, -5.340215, 1.890262], [-2.643482, 0.362326, 6.651678], [-2.447327, -0.407184, 5.070150], [-3.077898, 1.233067, 5.169948], [-0.240861, 0.367687, 5.943391], [-0.855795, 2.000503, 6.103407], [-0.097327, 4.696400, 3.626129], [-0.566353, 3.949754, 5.136996], [-2.429266, 4.312881, 2.729724], [-2.431476, 5.344670, 4.171513], [-2.895129, 3.637680, 4.284609], [-0.243640, -1.330982, 4.312380], [0.879205, -3.301670, 4.963867], [1.172094, -4.890390, 4.292453], [-1.529212, -3.441862, 4.293090], [-1.089453, -4.792308, 5.350600], [-1.246804, -5.036595, 3.601460], [2.488237, -4.047880, -0.729240], [2.898821, 1.636867, -3.588943], [0.163942, 4.348593, 1.473075], [2.256545, 5.380801, -3.335993], [2.380779, 3.833948, -4.143893], [4.448926, 4.978371, -2.193056], [4.634950, 4.871767, -3.952198], [4.568341, 3.401973, -2.964871], [0.302612, 5.943912, -0.209815], [1.315269, 6.320712, -1.586693], [2.371058, 5.643632, 1.209649], [2.262875, 7.279894, 0.535331], [3.363199, 6.085532, -0.174394], [4.471274, -3.968434, -2.460386], [4.378216, -3.383253, -4.103190], [2.292098, -5.103908, -2.681138], [3.170158, -5.438788, -4.174300], [1.915010, -4.193069, -4.132647], [3.493363, 0.083989, -5.112100], [4.107781, -1.544277, -5.244500], [5.402354, 0.687023, -3.587983], [5.987599, 0.113169, -5.159660], [6.031361, -0.949787, -3.740870], [1.797202, -5.729210, 0.648491], [1.509648, -5.987896, 2.352904], [4.023752, -4.678914, 1.187120], [3.928683, -6.347102, 1.781483], [3.739881, -4.981628, 2.896916], [-3.945060, -2.565091, 2.922162], [-5.007151, -2.023635, 2.098168], [-6.111532, -1.500706, 2.893416], [-4.575870, -1.193731, 1.033676], [-3.396626, -0.762729, 0.844775], [-5.595380, -0.927433, 0.134455], [-5.264982, -0.235700, -1.088855], [-4.835082, -1.082749, -2.061555], [-5.477448, 1.018798, -1.133929], [-4.371533, -3.312879, 3.592621], [-3.441426, -1.802388, 3.535665], [-3.192816, -3.048788, 2.299988], [-6.606506, -2.322608, 3.415492], [-6.829596, -1.003612, 2.248190], [-5.758739, -0.777834, 3.642857], [-2.771766, -0.983074, 1.615611], [-6.157095, -1.750605, -0.036160], [-4.300536, -1.872906, -1.749078], [-4.629976, -0.720687, -2.998098], [-5.127856, 1.380127, -2.020802], [-1.463102, 1.693081, -3.541081], [-1.450114, 1.171359, -4.909223], [-2.844749, 1.269507, -5.541651], [-3.570384, -0.087694, -5.647562], [-3.213954, -0.816809, -6.596466], [-4.432019, -0.353968, -4.766433], [-1.779210, 2.656389, -3.557830], [-0.538410, 1.722259, -3.122022], [-1.133414, 0.127134, -4.880718], [-0.727121, 1.702720, -5.545540], [-2.749075, 1.650097, -6.560527], [-3.455286, 1.969630, -4.963797]],
  "atomic_forces_ev_per_a": [[-1.272, -0.301, -0.704], [0.000, -0.036, 0.009], [-0.029, -0.027, 0.008], [0.019, -0.008, 0.021], [-0.014, 0.023, -0.032], [-0.013, -0.004, 0.002], [0.020, 0.003, -0.010], [0.040, -0.030, 0.084], [0.278, -0.087, -0.205], [0.086, 0.078, -0.033], [0.027, 0.017, 0.109], [0.100, -0.050, 0.001], [-0.040, 0.044, 0.038], [-0.023, 0.002, 0.000], [0.000, 0.011, 0.007], [0.024, -0.042, -0.059], [0.020, 0.039, 0.122], [0.028, -0.102, 0.075], [0.151, 0.156, 0.020], [0.001, 0.157, 0.387], [0.059, -0.089, 0.071], [0.070, 0.034, -0.094], [0.031, 0.096, 0.157], [0.227, -0.242, 0.217], [0.131, -0.022, -0.033], [0.058, 0.081, 0.022], [-0.057, 0.036, 0.002], [-0.017, -0.013, -0.061], [0.012, -0.007, 0.005], [-0.004, 0.006, -0.007], [0.004, -0.007, 0.012], [-0.012, 0.003, -0.004], [-0.113, 0.029, -0.083], [0.017, -0.057, 0.077], [-0.024, -0.016, -0.090], [0.013, 0.013, -0.055], [0.005, 0.000, 0.000], [-0.007, 0.001, -0.009], [0.141, 0.301, -0.117], [-0.003, -0.004, 0.005], [-0.017, -0.008, -0.004], [-0.006, -0.004, 0.002], [0.013, 0.039, 0.004], [0.000, 0.005, -0.008], [-0.011, 0.006, 0.007], [-0.011, 0.003, 0.003], [0.007, -0.001, 0.004], [-0.009, -0.006, 0.005], [-0.003, 0.006, -0.001], [-0.002, -0.002, 0.006], [-0.008, 0.001, -0.001], [-0.011, -0.017, -0.013], [0.003, -0.002, 0.004], [-0.003, -0.003, -0.007], [0.004, -0.010, -0.002], [-0.002, -0.001, 0.001], [0.001, -0.001, 0.000], [0.037, 0.014, -0.085], [0.005, -0.021, -0.003], [-0.016, -0.005, 0.007], [-0.001, 0.001, 0.005], [0.003, -0.002, -0.001], [0.001, 0.000, 0.002], [-0.002, 0.001, 0.001], [-0.001, -0.002, 0.000], [0.001, -0.001, 0.007], [-0.001, 0.000, -0.002], [-0.002, 0.001, 0.002], [0.002, 0.001, -0.002], [0.003, 0.001, 0.003], [-0.045, -0.038, 0.018], [0.026, 0.044, 0.025], [-0.020, 0.046, 0.045], [0.013, -0.017, 0.032], [0.013, -0.014, -0.032], [0.000, -0.001, -0.003], [0.007, -0.009, 0.010], [0.002, -0.001, 0.004], [0.001, 0.002, 0.002], [0.002, -0.001, 0.001], [0.002, 0.006, -0.003], [-0.001, 0.001, 0.007], [0.008, 0.001, 0.002], [0.001, 0.000, -0.001], [0.001, 0.002, 0.002], [0.018, 0.008, -0.005], [-0.003, 0.106, -0.022], [0.024, -0.049, -0.023], [0.130, -0.106, 0.153], [0.059, -0.118, -0.020], [-0.075, -0.069, 0.004], [0.017, 0.256, 0.216], [-0.238, 0.141, -0.026], [0.023, -0.229, -0.090], [0.003, 0.001, 0.004], [-0.041, -0.013, -0.019], [0.002, 0.002, 0.001], [-0.002, 0.008, 0.008], [-0.011, 0.004, -0.007], [-0.004, 0.009, -0.003], [-0.043, 0.106, 0.072], [-0.026, 0.021, 0.020], [0.080, -0.072, -0.059], [0.147, 0.018, -0.228], [-0.021, -0.027, -0.040], [-0.062, 0.138, 0.226], [0.110, -0.002, -0.030], [-0.148, 0.078, -0.123], [0.136, -0.255, 0.004], [-0.043, 0.093, 0.059], [-0.066, 0.072, 0.129], [-0.077, -0.013, 0.049], [0.120, -0.107, -0.177], [0.010, 0.003, 0.000], [0.029, -0.032, 0.021], [-0.007, 0.037, -0.002], [0.036, -0.013, 0.009]],
  "charge": -2,
  "homo_energy_ev": -1.6,
  "fmax_ha_per_bohr": 0.0289,
  "relative_energy_ev": 0.859,
  "e_tot_ev": -65128.165
}

Record 2
{
  "formula": "C43H61CsN10O2",
  "method": "ωB97M-V with the def2-TZVPD basis set",
  "species": ["Cs", "C", "C", "C", "C", "C", "C", "C", "N", "C", "C", "C", "C", "C", "C", "C", "C", "C", "C", "N", "C", "C", "C", "N", "C", "C", "C", "C", "C", "C", "C", "C", "C", "C", "C", "C", "C", "C", "N", "C", "C", "H", "H", "H", "H", "H", "H", "H", "H", "H", "H", "H", "H", "H", "H", "H", "H", "H", "H", "H", "H", "H", "H", "H", "H", "H", "H", "H", "H", "H", "H", "H", "H", "H", "H", "H", "H", "H", "H", "H", "H", "H", "H", "H", "H", "C", "N", "C", "C", "N", "N", "C", "N", "N", "H", "H", "H", "H", "H", "H", "H", "H", "H", "H", "H", "N", "C", "C", "C", "O", "O", "H", "H", "H", "H", "H", "H"],
  "positions_angstrom": [[0.411271, -0.493934, -0.043340], [-3.653121, -6.148847, -0.214769], [-3.711234, -4.957893, 0.739478], [-2.384933, -4.284606, 0.898929], [-1.473843, -4.450308, 1.895198], [-1.596923, -5.289125, 3.128462], [-2.019444, -4.474881, 4.349458], [-0.328746, -3.610037, 1.546532], [-0.575334, -2.967359, 0.386208], [-1.787518, -3.344558, -0.050664], [-2.372491, -2.927993, -1.260282], [-1.801521, -2.155662, -2.280904], [-2.458390, -1.805580, -3.542575], [-3.840959, -2.210318, -3.942945], [-3.897746, -3.618433, -4.535243], [-1.551933, -1.088469, -4.258520], [-0.346956, -1.007552, -3.430224], [0.845517, -0.368280, -3.802930], [2.055448, -0.300150, -3.090041], [2.260264, -0.856856, -1.885439], [3.504873, -0.534793, -1.478080], [4.060970, -0.899947, -0.245332], [3.483138, -1.656254, 0.791006], [2.232007, -2.158741, 0.781762], [2.044383, -2.831410, 1.933719], [0.859555, -3.505337, 2.283368], [3.254715, -2.765124, 2.746888], [4.152572, -2.027308, 2.035013], [5.557155, -1.673658, 2.404258], [6.593750, -2.565625, 1.722731], [3.445804, -3.423407, 4.075688], [3.842144, -4.894362, 3.957304], [4.162312, 0.277140, -2.504436], [3.262315, 0.417380, -3.512894], [3.431844, 1.146296, -4.808815], [3.710630, 0.205516, -5.978503], [5.511563, 0.909357, -2.366987], [5.440920, 2.220297, -1.583876], [-0.553151, -1.647838, -2.262014], [-1.708091, -0.497503, -5.621937], [-1.077000, -1.355416, -6.717855], [-4.630341, -6.623001, -0.328544], [-2.948201, -6.895966, 0.150791], [-3.307885, -5.831354, -1.197763], [-4.078480, -5.290059, 1.716377], [-4.447368, -4.236829, 0.369590], [-0.641170, -5.781222, 3.336176], [-2.321389, -6.093483, 2.959564], [-1.328145, -3.649359, 4.515377], [-2.049032, -5.087789, 5.252355], [-3.008024, -4.041102, 4.194695], [-3.381915, -3.282301, -1.445748], [-4.239987, -1.493181, -4.667502], [-4.503620, -2.162060, -3.072755], [-3.260952, -3.688675, -5.417579], [-4.914870, -3.892819, -4.822012], [-3.534912, -4.350390, -3.813952], [0.827364, 0.134058, -4.764904], [5.070295, -0.546948, -0.061599], [0.881170, -4.045727, 3.225691], [5.680557, -1.740586, 3.491090], [5.757066, -0.629869, 2.139963], [6.443171, -3.610244, 1.999390], [7.610438, -2.279619, 2.000114], [6.499876, -2.500414, 0.639513], [2.521359, -3.348704, 4.659174], [4.210133, -2.886854, 4.648878], [3.090230, -5.446615, 3.393895], [3.950726, -5.360508, 4.939179], [4.787514, -4.994849, 3.422662], [4.247084, 1.870869, -4.719890], [2.530553, 1.729451, -5.022699], [4.630853, -0.353576, -5.806193], [3.809404, 0.751137, -6.920056], [2.905495, -0.520537, -6.085487], [5.943312, 1.090757, -3.358328], [6.192776, 0.217327, -1.861061], [4.881245, 2.968985, -2.145917], [6.436891, 2.618383, -1.378991], [4.915888, 2.085308, -0.638579], [-1.258158, 0.500282, -5.639561], [-2.771241, -0.352493, -5.838692], [-0.015693, -1.507093, -6.521875], [-1.182382, -0.891153, -7.701155], [-1.544258, -2.340614, -6.752244], [1.897920, 0.028636, 3.873155], [1.430183, 1.389564, 3.730203], [0.117586, 1.596690, 4.315903], [1.794930, 2.053230, 2.546490], [2.732960, 1.706056, 1.751280], [0.990672, 3.165045, 2.295198], [1.337647, 4.297824, 1.601646], [0.203542, 5.032763, 1.268086], [2.547688, 4.675745, 1.407689], [1.629605, -0.327907, 4.870285], [2.981986, -0.035850, 3.785225], [1.461406, -0.650320, 3.134578], [0.143850, 1.230786, 5.345520], [-0.675762, 1.074116, 3.770650], [-0.132352, 2.652695, 4.335274], [3.270230, 0.915722, 2.092931], [-0.015575, 2.954719, 2.234347], [-0.709801, 4.568218, 1.270264], [0.335309, 5.683651, 0.512751], [2.522564, 5.582915, 0.940136], [-2.106262, 1.821465, -2.001713], [-3.316043, 1.939155, -1.195363], [-3.151764, 1.584092, 0.282183], [-2.355395, 2.652241, 1.072728], [-2.593827, 3.859933, 0.880263], [-1.469171, 2.200272, 1.847645], [-1.796453, 0.851280, -2.024364], [-1.357559, 2.352035, -1.564828], [-4.078107, 1.301012, -1.655034], [-3.667267, 2.974320, -1.261180], [-2.577027, 0.657413, 0.371790], [-4.135211, 1.459403, 0.745382]],
  "atomic_forces_ev_per_a": [[-1.252, 2.740, 1.288], [-0.005, -0.055, -0.031], [-0.071, 0.059, 0.098], [-0.052, 0.020, 0.045], [-0.054, -0.050, 0.046], [0.011, -0.120, -0.063], [-0.031, 0.053, 0.035], [0.070, 0.065, -0.017], [-0.006, -0.656, -0.070], [0.054, -0.020, -0.077], [0.032, -0.006, 0.012], [0.057, -0.034, 0.038], [-0.032, 0.014, -0.048], [-0.065, 0.083, 0.027], [0.009, -0.027, -0.014], [-0.085, 0.051, -0.003], [0.102, -0.054, -0.005], [-0.009, -0.073, 0.031], [0.007, -0.077, 0.041], [0.510, -0.425, -0.540], [-0.070, -0.071, 0.025], [-0.080, -0.054, -0.067], [0.002, -0.082, -0.085], [0.728, -0.786, 0.180], [-0.008, -0.136, -0.124], [0.005, -0.045, -0.088], [0.062, -0.077, 0.010], [0.027, -0.012, 0.037], [0.006, 0.079, 0.110], [0.037, -0.054, -0.005], [-0.031, 0.123, 0.099], [0.021, -0.047, -0.007], [0.066, 0.031, -0.030], [0.028, 0.083, -0.018], [-0.011, 0.115, 0.078], [0.030, -0.031, -0.072], [0.038, -0.066, -0.086], [-0.019, 0.063, 0.015], [-0.096, -0.454, -0.542], [-0.058, 0.098, 0.003], [0.015, -0.036, -0.047], [-0.053, -0.023, -0.008], [0.035, -0.040, 0.026], [0.024, 0.020, -0.059], [0.014, 0.001, -0.024], [0.012, -0.007, 0.008], [-0.015, 0.012, -0.012], [0.023, 0.022, 0.009], [0.044, 0.034, 0.011], [-0.009, -0.038, 0.058], [-0.036, 0.018, -0.007], [-0.029, -0.007, 0.006], [0.014, -0.023, -0.001], [0.017, 0.011, -0.020], [0.022, 0.003, -0.043], [-0.060, -0.019, -0.014], [0.024, -0.034, 0.040], [0.018, 0.032, -0.016], [0.029, 0.028, 0.015], [0.006, 0.008, 0.016], [-0.001, -0.004, -0.039], [-0.011, -0.008, 0.004], [-0.007, -0.031, 0.018], [0.053, 0.012, 0.006], [-0.004, 0.008, -0.058], [0.028, 0.009, -0.019], [-0.020, -0.021, -0.018], [-0.039, -0.023, -0.022], [0.006, -0.028, 0.041], [0.035, 0.004, -0.016], [-0.005, -0.014, -0.002], [0.005, -0.005, 0.008], [0.048, -0.023, 0.009], [0.004, 0.017, -0.033], [-0.052, -0.042, -0.006], [-0.008, -0.009, 0.044], [-0.019, 0.007, -0.011], [-0.023, 0.025, -0.018], [0.046, 0.032, 0.006], [-0.012, -0.016, 0.066], [-0.014, -0.028, 0.016], [0.021, -0.012, -0.005], [0.047, -0.001, 0.013], [-0.004, 0.016, -0.037], [-0.021, -0.034, -0.002], [0.088, 0.007, 0.097], [0.169, 0.045, -0.243], [-0.120, 0.017, 0.139], [0.129, -0.150, 0.071], [0.047, 0.229, 0.139], [-0.013, -0.071, 0.044], [0.087, 0.217, 0.004], [-0.068, -0.035, 0.022], [0.009, 0.213, -0.120], [0.005, 0.001, -0.052], [-0.001, 0.011, 0.010], [-0.023, -0.041, -0.049], [0.016, 0.015, -0.001], [0.030, 0.031, 0.024], [0.002, 0.019, 0.001], [-0.186, -0.096, -0.012], [-0.109, -0.241, 0.096], [0.100, 0.107, -0.136], [-0.036, -0.058, 0.014], [0.050, -0.104, 0.041], [0.175, -0.060, 0.000], [-0.191, 0.150, 0.084], [0.364, 0.219, -0.070], [0.086, -0.239, -0.182], [-0.140, 0.172, -0.173], [-0.176, -0.184, 0.071], [-0.013, 0.084, -0.061], [-0.009, 0.009, -0.044], [0.016, -0.002, 0.031], [-0.019, -0.095, 0.016], [-0.321, -0.104, 0.049], [0.037, -0.030, 0.080]],
  "charge": -2,
  "homo_energy_ev": -1.4,
  "fmax_ha_per_bohr": 0.0637,
  "relative_energy_ev": 0.504,
  "e_tot_ev": -65128.520
}